# 1
Below is the ion C11H20N3O5 with charge +1, with properties calculated with ωB97M-V/def2-TZVPD.

Values from the calculation:
Net charge   +1
Multiplicity   1
Relative energy (zero: lowest compared OMol25 entry of this formula, charge and spin)   0.0 kJ/mol
DFT total energy   -971.39809 Ha
LUMO   -2.8 eV
Gap between HOMO and LUMO   10.1 eV
SMILES string   CCNC(=O)[C@@H]1OC(C(O)O)=C[C@H]([NH3+])[C@H]1NC(C)=O

Cartesian coordinates (Å):
1 C 1.07989 2.28229 5.11633
2 C 1.34419 1.03030 4.30192
3 N 1.05802 1.28513 2.93413
4 C 1.57010 0.57820 1.87038
5 O 1.94389 -0.54337 2.12355
6 C 1.44101 1.03280 0.40738
7 O 0.19536 1.74053 0.27705
8 C -0.94205 0.98357 0.35915
9 C -2.15814 1.69381 0.86836
10 O -1.73856 2.89815 1.54243
11 O -2.87516 2.15455 -0.24066
12 C -0.98117 -0.36642 0.04288
13 C 0.24888 -1.11701 -0.46618
14 N 0.52007 -2.24705 0.45502
15 C 1.46779 -0.16791 -0.61127
16 N 1.50356 0.32538 -1.99178
17 C 1.70805 -0.45446 -3.08827
18 C 2.04209 0.12279 -4.43326
19 O 1.70487 -1.66438 -2.89565
20 H 1.17433 2.03259 6.18139
21 H 1.83043 3.04284 4.91150
22 H 0.06084 2.67097 4.94152
23 H 0.67704 0.19913 4.69872
24 H 2.38592 0.74315 4.40884
25 H 0.59331 2.13974 2.66264
26 H 2.30623 1.69268 0.16986
27 H -2.73870 1.00671 1.47014
28 H -1.30754 3.40322 0.84011
29 H -3.64225 2.66834 0.07200
30 H -1.92270 -0.91326 0.13944
31 H -0.02319 -1.46781 -1.47741
32 H 1.07120 -1.89153 1.24090
33 H 1.09016 -2.91975 -0.02865
34 H -0.35006 -2.68837 0.76719
35 H 2.44127 -0.71336 -0.49270
36 H 1.47403 1.31817 -2.15194
37 H 2.23135 -0.68403 -5.10420
38 H 2.95361 0.71739 -4.38713
39 H 1.19997 0.71418 -4.79580

---

# 2
Below is a structure of composition C4H9N3, with properties calculated with ωB97M-V/def2-TZVPD.

Values from the calculation:
Multiplicity   1
Relative energy (zero: lowest compared OMol25 entry of this formula, charge and spin)   493.0 kJ/mol
DFT total energy   -321.90259 Ha
LUMO (spin up / spin down)   -0.3 / -0.3 eV
Gap between HOMO and LUMO (spin up / spin down)   7.0 / 7.0 eV

Cartesian coordinates (Å):
1 C -1.03854 -2.04008 0.92738
2 C 0.49285 -0.19307 -1.81110
3 N -0.21697 -1.02119 0.34075
4 C -0.14813 0.18507 0.85237
5 C 1.11745 2.17322 -0.28281
6 N 0.73333 0.97089 -0.28097
7 N -0.73657 0.70355 1.86637
8 H -0.54311 1.68741 2.01934
9 H -0.94861 -2.95574 0.33582
10 H -0.76832 -2.30441 1.95753
11 H -0.47502 -0.59467 -2.07648
12 H 1.32715 -0.87776 -1.77729
13 H 0.71144 0.65491 -2.45503
14 H -2.09385 -1.73874 0.97041
15 H 1.73417 2.50244 -1.11858
16 H 0.85272 2.84818 0.53229

---

# 3
Below is the molecule C4H7F2NO2, with properties calculated with ωB97M-V/def2-TZVPD.

Values from the calculation:
Multiplicity   1
Relative energy (zero: lowest compared OMol25 entry of this formula, charge and spin)   369.1 kJ/mol
DFT total energy   -561.44774 Ha
LUMO   0.3 eV
Gap between HOMO and LUMO   11.3 eV
SMILES string   CC(C)(C(F)F)[N+](=O)[O-]

Cartesian coordinates (Å):
1 C 0.75887 -0.04071 1.33685
2 C 0.05683 -0.08187 0.06170
3 C 0.79102 -0.36191 -1.23749
4 C -0.79357 1.46522 -0.17136
5 F -1.70778 1.64472 0.78710
6 F -1.40247 1.35445 -1.40305
7 N -1.00569 -1.21230 0.19916
8 O -1.36251 -1.51947 1.31941
9 O -1.30622 -1.84844 -0.79181
10 H 0.17631 -0.04637 2.27123
11 H 1.34524 -0.88282 1.42298
12 H 1.43989 0.71669 1.17443
13 H 0.22512 -0.86216 -1.95952
14 H 1.37272 0.42659 -1.70261
15 H 1.51323 -1.11504 -1.03085
16 H -0.10100 2.36343 -0.27619

---

# 4
Below is a cluster of 8 separate species, C20H56O8 in total, with properties calculated with ωB97M-V/def2-TZVPD.

Values from the calculation:
Multiplicity   1
Relative energy (zero: lowest compared OMol25 entry of this formula, charge and spin)   100.6 kJ/mol
DFT total energy   -1397.43604 Ha
LUMO   0.6 eV
Gap between HOMO and LUMO   10.3 eV
SMILES string   CC(C)O.CC(C)O.CC(C)O.CC(C)O.CCO.CCO.CCO.CCO

Cartesian coordinates (Å):
1 C 0.46876 -4.34269 1.84646
2 C 0.48455 -2.80945 2.13592
3 C 0.37729 -2.45408 3.61285
4 O 1.66146 -2.17022 1.59913
5 H 0.83470 -4.50118 0.86644
6 H -0.48656 -4.80186 2.00918
7 H 1.18389 -4.97123 2.43231
8 H -0.30162 -2.35153 1.52508
9 H -0.24135 -3.19865 4.09782
10 H 0.05298 -1.40634 3.83231
11 H 1.39308 -2.48062 3.97746
12 H 2.38436 -2.78920 1.31218
13 C -4.01376 -2.23248 0.83771
14 C -3.69265 -1.84074 -0.58559
15 C -2.71814 -2.78299 -1.34457
16 O -4.92853 -1.78148 -1.23211
17 H -4.28138 -3.27638 0.82517
18 H -4.81653 -1.58788 1.23686
19 H -3.18684 -2.11344 1.55251
20 H -3.20476 -0.83580 -0.56356
21 H -1.81149 -2.95841 -0.73924
22 H -2.34207 -2.35349 -2.26906
23 H -3.25556 -3.73075 -1.62625
24 H -4.76858 -1.52011 -2.13564
25 C 1.11445 1.89933 3.67564
26 C 1.42085 3.02523 2.69728
27 C 2.87294 3.28916 2.60151
28 O 0.86792 2.79015 1.42702
29 H 1.66945 2.05871 4.60341
30 H 1.43200 0.95058 3.17310
31 H 0.03808 1.82927 3.93042
32 H 0.94364 3.95626 3.05187
33 H 3.44891 3.52436 3.53107
34 H 3.10015 4.13532 1.99092
35 H 3.32453 2.39057 2.18267
36 H 1.08682 1.83239 1.20676
37 C 3.02609 -3.90724 -1.20694
38 C 4.38328 -3.51381 -0.77584
39 C 4.77466 -2.11255 -1.27102
40 O 4.22679 -3.41043 0.65229
41 H 3.01321 -3.96085 -2.30868
42 H 2.26420 -3.22023 -0.81858
43 H 2.84422 -4.89468 -0.83451
44 H 5.13886 -4.27720 -1.06238
45 H 4.80493 -2.06231 -2.37226
46 H 5.78163 -1.79593 -0.97833
47 H 3.96831 -1.44864 -0.86373
48 H 4.81274 -2.76652 1.00684
49 C 2.40424 4.17802 -1.82634
50 C 3.38792 3.10302 -2.08554
51 O 4.22090 2.86495 -0.90425
52 H 1.58384 3.83537 -1.30595
53 H 1.93866 4.53668 -2.74756
54 H 2.78940 5.06794 -1.40898
55 H 4.11507 3.33826 -2.81171
56 H 2.86670 2.22404 -2.50288
57 H 3.66204 2.52483 -0.20386
58 C -4.29932 1.56051 -2.75678
59 C -4.08536 0.31209 -3.61621
60 O -5.30325 -0.48019 -3.70719
61 H -4.94622 1.28000 -1.93156
62 H -4.87036 2.34208 -3.33573
63 H -3.41596 2.05973 -2.30125
64 H -3.40896 -0.38467 -3.11723
65 H -3.70451 0.67413 -4.62614
66 H -6.02338 0.12783 -3.46780
67 C -0.89535 0.57472 -1.41316
68 C 0.07041 -0.55056 -0.99883
69 O 0.85836 0.00845 0.06262
70 H -1.63146 0.79292 -0.60764
71 H -1.46989 0.27281 -2.26406
72 H -0.38845 1.51140 -1.61502
73 H 0.64996 -1.04665 -1.79158
74 H -0.55344 -1.36309 -0.64853
75 H 1.24495 -0.81580 0.44593
76 C -2.08577 4.28404 0.27148
77 C -2.73165 3.14061 1.00106
78 O -1.80293 2.71769 1.99721
79 H -1.14714 4.05530 -0.18740
80 H -1.85318 5.11229 0.99542
81 H -2.69775 4.70394 -0.51063
82 H -3.07027 2.34819 0.34419
83 H -3.63185 3.53248 1.45242
84 H -0.92589 2.53672 1.68157

---

# 5
Below is a cluster of 3 separate species, C19H37ClN3O in total, with properties calculated with ωB97M-V/def2-TZVPD.

Values from the calculation:
Net charge   +1
Multiplicity   1
Relative energy (zero: lowest compared OMol25 entry of this formula, charge and spin)   0.0 kJ/mol
DFT total energy   -1445.59305 Ha
LUMO   -4.8 eV
Gap between HOMO and LUMO   4.7 eV

Cartesian coordinates (Å):
1 O -6.73900 2.17078 -1.73227
2 C -5.86620 1.56130 -2.22476
3 Cl -6.20568 0.20174 -3.27337
4 C -4.41801 1.93414 -2.03903
5 C -3.82362 2.53343 -3.28454
6 C -2.75727 1.91455 -3.93125
7 C -2.18991 2.48274 -5.06299
8 C -2.70576 3.66752 -5.54826
9 N -3.73515 4.25027 -4.91394
10 C -4.29577 3.71974 -3.81574
11 H -3.82932 1.06977 -1.75371
12 H -4.38917 2.65817 -1.23309
13 H -2.34247 0.99151 -3.55922
14 H -1.35437 2.02311 -5.55938
15 H -2.30867 4.14344 -6.42643
16 H -4.09164 5.12496 -5.27518
17 H -5.12305 4.25030 -3.37116
18 C 2.25451 2.46753 -3.07908
19 C 1.51840 2.36596 -1.75172
20 N 0.78607 1.12074 -1.59642
21 C -0.12968 1.13056 -0.46886
22 C 0.44411 1.24663 0.94582
23 C 1.57025 -0.09623 -1.76052
24 C 2.78020 -0.30196 -0.84121
25 H 1.57128 2.31566 -3.91767
26 H 2.69910 3.45814 -3.17798
27 H 3.06251 1.74101 -3.15898
28 H 0.79436 3.18479 -1.69719
29 H 2.23752 2.53557 -0.93724
30 H -0.74638 0.22726 -0.52214
31 H -0.82465 1.96663 -0.62480
32 H 0.90210 0.31413 1.27177
33 H -0.35804 1.47163 1.65152
34 H 1.18214 2.04407 1.02993
35 H 1.91706 -0.13526 -2.79588
36 H 0.89446 -0.94925 -1.66080
37 H 3.38210 0.60234 -0.74366
38 H 3.42565 -1.07769 -1.25583
39 H 2.48933 -0.62799 0.15630
40 C -0.59622 -2.66976 2.88422
41 C 0.18896 -3.25076 4.04907
42 N 1.43047 -3.87529 3.63484
43 C 2.05520 -4.66723 4.68170
44 C 2.55686 -3.94253 5.93633
45 C 2.32132 -3.03880 2.85095
46 C 2.79689 -1.71353 3.46362
47 H -0.78046 -3.42569 2.11939
48 H -1.56102 -2.30035 3.23526
49 H -0.07440 -1.82786 2.42504
50 H -0.42524 -4.01512 4.53117
51 H 0.34309 -2.45834 4.79884
52 H 2.88345 -5.22644 4.23890
53 H 1.32841 -5.42422 4.99160
54 H 3.47505 -3.38737 5.74951
55 H 2.77890 -4.67369 6.71558
56 H 1.81334 -3.25438 6.33954
57 H 1.82408 -2.81458 1.90227
58 H 3.19045 -3.63930 2.57267
59 H 1.98287 -1.16667 3.94227
60 H 3.20356 -1.07086 2.67859
61 H 3.58709 -1.85899 4.19762

---

# 6
Below is a cluster of 2 separate species, C3H3O3 in total, with properties calculated with ωB97M-V/def2-TZVPD.

Values from the calculation:
Net charge   -1
Multiplicity   1
Relative energy (zero: lowest compared OMol25 entry of this formula, charge and spin)   256.6 kJ/mol
DFT total energy   -341.80604 Ha
LUMO   3.8 eV
Gap between HOMO and LUMO   5.1 eV

Cartesian coordinates (Å):
1 C 0.82261 0.12415 -0.71938
2 C -1.97385 -1.24140 -0.62348
3 C 0.91131 0.85820 0.71467
4 O -1.76632 -2.20008 -1.23795
5 O 1.70155 0.18290 -1.63234
6 O -2.43223 -0.49933 0.12951
7 H 1.61500 1.70337 1.01004
8 H 1.26871 0.04663 1.20613
9 H -0.14678 1.02556 1.15281

---

# 7
Below is a cluster of 4 separate species, C14H28Cl8 in total, with properties calculated with ωB97M-V/def2-TZVPD.

Values from the calculation:
Multiplicity   1
Relative energy (zero: lowest compared OMol25 entry of this formula, charge and spin)   0.0 kJ/mol
DFT total energy   -4231.72456 Ha
LUMO   0.2 eV
Gap between HOMO and LUMO   11.0 eV
SMILES string   ClC(Cl)(Cl)Cl.ClC(Cl)(Cl)Cl.CCCCCC.CCCCCC

Cartesian coordinates (Å):
1 Cl 0.09563 3.32469 -3.66163
2 C 0.20523 1.58765 -3.93881
3 Cl -1.15125 0.79418 -3.11594
4 Cl 0.15194 1.26535 -5.67592
5 Cl 1.73187 0.97021 -3.31399
6 Cl 2.45897 2.25616 2.81056
7 C 2.59629 2.24735 1.02805
8 Cl 3.83738 3.43536 0.58714
9 Cl 2.99967 0.63577 0.45551
10 Cl 1.04128 2.79173 0.36139
11 C -1.26042 1.07375 3.29152
12 C -2.04463 1.25234 1.99394
13 C -2.77513 2.57986 1.98679
14 C -3.40753 2.95470 0.62871
15 C -2.40441 3.45782 -0.38846
16 C -3.10951 3.96107 -1.64095
17 H -0.67855 0.15185 3.30053
18 H -1.92311 1.09662 4.16374
19 H -0.57316 1.90525 3.46306
20 H -1.27065 1.25046 1.21811
21 H -2.73052 0.43122 1.77600
22 H -2.01238 3.35840 2.10757
23 H -3.50722 2.64081 2.79188
24 H -4.00997 2.13870 0.21358
25 H -4.14373 3.75950 0.74197
26 H -1.85792 4.30914 0.02912
27 H -1.66252 2.71966 -0.71505
28 H -3.51053 4.95799 -1.44340
29 H -2.51329 4.05728 -2.55695
30 H -3.87372 3.29828 -2.06493
31 C -0.81986 -1.54239 -0.12276
32 C 0.62435 -2.01214 -0.43335
33 C 1.02421 -3.41976 0.02580
34 C 2.51205 -3.69726 -0.27204
35 C 2.84326 -5.18594 -0.14059
36 C 4.32351 -5.42980 -0.34860
37 H -1.03428 -1.71194 0.93141
38 H -1.49805 -2.15818 -0.71616
39 H -0.88816 -0.48630 -0.36580
40 H 0.89365 -1.95418 -1.49289
41 H 1.24545 -1.25996 0.06567
42 H 0.29385 -4.10081 -0.41447
43 H 0.96624 -3.44697 1.11888
44 H 2.77928 -3.35888 -1.27735
45 H 3.07359 -3.08566 0.43706
46 H 2.51848 -5.57382 0.82806
47 H 2.32044 -5.76210 -0.90769
48 H 4.63190 -4.98783 -1.30234
49 H 4.98272 -4.98547 0.39770
50 H 4.50928 -6.50380 -0.44366